{"formula": "C51H76Cl26F3I2NO3S2", "method": "wB97M-V/def2-TZVPD", "max_force_ev_per_a": 5.235, "multiplicity": 1, "homo_ev": -7.8829, "lumo_energy_ev": -1.335, "e_tot_ha": -15925.39519, "orbital_gap_ha": 0.241, "symbols": ["C", "C", "N", "C", "C", "C", "S", "S", "C", "C", "C", "C", "C", "C", "C", "C", "I", "C", "C", "F", "F", "F", "C", "C", "C", "C", "Cl", "C", "C", "Cl", "C", "O", "C", "C", "C", "C", "O", "I", "C", "O", "H", "H", "H", "H", "H", "H", "H", "H", "H", "H", "H", "H", "H", "H", "H", "H", "H", "H", "H", "H", "H", "H", "H", "H", "H", "H", "H", "H", "Cl", "C", "C", "Cl", "H", "H", "H", "H", "Cl", "C", "C", "Cl", "H", "H", "H", "H", "Cl", "C", "C", "Cl", "H", "H", "H", "H", "Cl", "C", "C", "Cl", "H", "H", "H", "H", "Cl", "C", "C", "Cl", "H", "H", "H", "H", "Cl", "C", "C", "Cl", "H", "H", "H", "H", "Cl", "C", "C", "Cl", "H", "H", "H", "H", "Cl", "C", "C", "Cl", "H", "H", "H", "H", "Cl", "C", "C", "Cl", "H", "H", "H", "H", "Cl", "C", "C", "Cl", "H", "H", "H", "H", "Cl", "C", "C", "Cl", "H", "H", "H", "H", "Cl", "C", "C", "Cl", "H", "H", "H", "H"], "xyz": [[-2.1225, -1.5276, -2.9458], [-2.0742, -3.0905, -3.3304], [-0.9642, -3.8529, -2.6826], [0.3835, -3.4388, -3.1802], [1.4939, -4.6205, -3.0770], [-1.0566, -3.8546, -1.2164], [-2.4055, -4.6037, -0.5155], [0.1868, -3.1356, -0.0491], [0.0198, -1.2578, -0.0188], [1.4331, -0.7022, 0.5087], [1.3029, 0.6223, 1.4442], [1.4401, 0.3173, 3.0118], [0.2289, 0.3642, 4.0190], [-1.1902, 0.6955, 3.3739], [-1.6244, 2.1970, 3.7566], [-2.5870, 2.8879, 2.6539], [0.1187, 3.5482, 3.9961], [0.3717, 0.1175, 5.5434], [-0.7677, 0.1823, 6.6280], [-0.5637, 1.3935, 7.3774], [-0.7425, -0.8989, 7.5727], [-2.0933, 0.2389, 6.1609], [1.8375, -0.1887, 6.0373], [3.0435, -0.2829, 5.0307], [2.8920, -0.0394, 3.5076], [4.1064, -0.1335, 2.4599], [4.5564, -1.8079, 1.8253], [4.8603, 0.9858, 2.0295], [4.4776, 2.4144, 2.6338], [6.2144, 0.7031, 0.8229], [4.4873, -0.6411, 5.5843], [5.5818, -0.2223, 5.1438], [4.5281, -1.6049, 6.8808], [3.4413, -1.4752, 7.8067], [3.5008, -2.4022, 9.1374], [3.9519, -1.3842, 10.3257], [3.1576, -0.8982, 11.1514], [6.0541, -0.7321, 10.5369], [2.2335, -0.4266, 7.5674], [1.7258, 0.1449, 8.5531], [-2.9491, -0.9697, -3.5086], [-2.3064, -1.4665, -1.8145], [-1.0767, -1.0888, -3.1519], [-1.9754, -3.2491, -4.4674], [-3.1031, -3.5325, -3.0503], [0.7680, -2.4486, -2.7426], [0.2641, -3.2499, -4.3136], [1.0554, -5.6283, -3.4340], [2.3470, -4.3929, -3.8237], [1.9730, -4.6880, -2.0424], [-0.1029, -0.9106, -1.1147], [-0.8905, -0.9010, 0.5675], [2.0077, -0.3425, -0.4280], [1.9889, -1.5600, 1.0126], [0.4020, 1.2672, 1.1708], [2.2313, 1.2586, 1.1747], [-1.2358, 0.6156, 2.2388], [-1.9196, -0.1090, 3.7742], [-2.1772, 2.2751, 4.7650], [-3.5136, 3.3019, 3.2088], [-2.9835, 2.1597, 1.8661], [-2.0928, 3.8166, 2.1811], [3.6659, 2.8693, 1.9499], [4.0449, 2.3800, 3.6882], [5.4313, 3.0411, 2.6720], [5.3670, -2.3465, 7.0774], [4.3787, -3.1489, 9.0529], [2.5039, -2.9058, 9.3585], [-4.6450, 4.5538, 0.6573], [-3.7394, 5.9642, 0.0501], [-2.7454, 5.5862, -1.0315], [-1.3942, 4.6125, -0.3929], [-3.2466, 6.4413, 0.8992], [-4.4757, 6.6622, -0.3515], [-2.3077, 6.4854, -1.4632], [-3.2201, 5.0198, -1.8343], [9.6191, -3.8240, -1.7705], [10.0206, -2.5586, -0.5823], [8.8412, -1.6524, -0.2913], [8.4173, -0.6298, -1.6881], [10.8766, -1.9973, -0.9615], [10.3253, -3.0681, 0.3321], [9.0859, -0.9770, 0.5306], [7.9553, -2.2245, -0.0094], [0.5540, -9.7435, -3.4675], [-0.7841, -9.7389, -2.2901], [-1.3003, -8.3415, -2.0157], [-0.1149, -7.3483, -1.1306], [-0.4337, -10.2238, -1.3771], [-1.5816, -10.3501, -2.7155], [-2.1964, -8.3930, -1.3940], [-1.5565, -7.8187, -2.9391], [-6.9881, 8.2024, -0.8687], [-7.9508, 8.3154, 0.6267], [-7.1057, 8.6947, 1.8265], [-5.9772, 7.3972, 2.2925], [-8.4553, 7.3593, 0.7775], [-8.7118, 9.0780, 0.4553], [-7.7489, 8.8782, 2.6891], [-6.5228, 9.5979, 1.6379], [-4.1004, 7.4222, -2.9637], [-3.1964, 8.8324, -3.5705], [-2.2026, 8.4518, -4.6492], [-0.8552, 7.4788, -4.0071], [-2.7047, 9.3109, -2.7216], [-3.9323, 9.5304, -3.9745], [-1.7638, 9.3522, -5.0829], [-2.6779, 7.8838, -5.4510], [9.8593, -4.3026, 2.3059], [8.8678, -5.7533, 2.5931], [7.8264, -5.9586, 1.5111], [6.5593, -4.7072, 1.5529], [8.4096, -5.6586, 3.5790], [9.5503, -6.6050, 2.6155], [7.3285, -6.9195, 1.6556], [8.2728, -5.9526, 0.5149], [-0.2936, 0.7546, -4.5032], [-1.1098, 0.9411, -6.0766], [-2.2793, 1.9044, -6.0070], [-3.6313, 1.2579, -5.0439], [-1.4234, -0.0483, -6.4144], [-0.3624, 1.3187, -6.7770], [-2.6673, 2.0883, -7.0106], [-1.9850, 2.8622, -5.5746], [4.5652, -7.2074, 2.3633], [3.1269, -8.2596, 2.3752], [2.1440, -7.9017, 1.2790], [1.3688, -6.3236, 1.5646], [2.6671, -8.1921, 3.3627], [3.4822, -9.2824, 2.2345], [1.3450, -8.6444, 1.2408], [2.6258, -7.8698, 0.3003], [-6.3597, 5.4639, -7.9377], [-7.3272, 5.5770, -6.4453], [-6.4846, 5.9568, -5.2442], [-5.3571, 4.6591, -4.7766], [-7.8319, 4.6211, -6.2954], [-8.0882, 6.3400, -6.6191], [-7.1295, 6.1412, -4.3811], [-5.9010, 6.8599, -5.4320], [10.8679, 5.0885, -1.2465], [9.8881, 3.6275, -0.9629], [8.8474, 3.4169, -2.0440], [7.5658, 4.6540, -1.9950], [9.4299, 3.7130, 0.0238], [10.5787, 2.7821, -0.9455], [8.3587, 2.4505, -1.9045], [9.2936, 3.4322, -3.0398], [-9.1696, 7.1975, -4.0877], [-10.5357, 7.1882, -2.9439], [-11.0910, 8.5781, -2.7050], [-9.9519, 9.6129, -1.8068], [-10.1970, 6.7254, -2.0153], [-11.3080, 6.5513, -3.3792], [-12.0007, 8.5156, -2.1049], [-11.3354, 9.0793, -3.6429], [-3.7319, -11.4587, -3.9885], [-5.0619, -11.4491, -2.8031], [-5.5710, -10.0489, -2.5244], [-4.3775, -9.0588, -1.6449], [-4.7081, -11.9361, -1.8928], [-5.8648, -12.0570, -3.2243], [-6.4633, -10.0974, -1.8974], [-5.8303, -9.5252, -3.4460]], "forces_ev_per_angstrom": [[0.8104, -0.8690, 0.3356], [-1.7438, 0.3875, -0.7517], [1.0598, 1.6241, 2.4317], [1.1126, -0.3439, -1.5704], [0.0629, 0.3812, -0.5939], [-2.3568, -0.6819, -0.6054], [1.9560, 1.0896, -0.8432], [-0.3417, 0.2438, -0.4846], [0.1845, 0.5707, -1.4330], [-0.6035, 0.5558, -0.4573], [1.0380, -0.1247, 0.3819], [1.0517, -0.7653, 2.5347], [1.8583, -0.7956, 0.1457], [0.2406, -0.0150, 0.9106], [-1.5116, 0.0861, -0.1884], [-0.4581, 0.6334, 0.7628], [-0.5753, -0.4355, -0.0262], [3.8269, -0.6053, -2.3924], [-0.4307, 0.8878, 1.7472], [-0.7391, -2.8726, -1.6474], [0.0685, 2.5614, -2.5077], [2.8801, -0.2485, 0.7060], [-0.0457, 0.2383, -2.5155], [-1.9888, 0.5906, -1.0163], [-2.8107, 0.3201, 1.6736], [1.0195, 1.5195, -0.2319], [-0.7870, 1.8997, 1.0283], [-2.0750, -2.2536, 1.6862], [0.5478, -0.2101, -0.9513], [-1.7978, 0.8611, 1.6113], [2.0400, -0.1486, 0.7691], [-3.8842, -1.1619, 0.8460], [-3.5644, 1.2337, 1.0881], [2.2604, -1.0832, -1.7096], [1.2122, 1.6248, -0.3342], [-3.9550, 1.1435, 2.6741], [3.2476, -2.2116, -3.4591], [-0.7241, -0.5006, -0.4594], [-0.0279, 0.4135, 1.5843], [1.4742, -1.9209, -3.5093], [1.3837, -0.8329, 0.7809], [0.0939, 0.0045, -1.6189], [-2.0331, -0.5555, 0.2774], [0.0111, 0.3521, 1.7230], [1.8787, 0.3864, -0.2840], [-0.5043, -1.5121, -0.3991], [0.0322, -0.2253, 1.7535], [0.5407, 1.6487, 0.8993], [-1.3281, -0.1294, 1.2104], [-0.9055, -0.0879, -1.3599], [0.0065, -0.4631, 1.8639], [1.2627, -0.7183, -0.5940], [-0.7109, -0.9114, 1.5751], [-0.5542, 1.4277, -0.5462], [1.1367, -1.0586, 0.5162], [-1.5561, -0.9497, 0.5746], [0.5399, 0.0172, 1.6164], [0.9073, 1.6243, -0.5454], [1.2659, -0.3921, -1.5593], [1.4365, -0.7141, -0.8934], [0.8119, 0.9807, 1.0157], [-0.7975, -1.8466, 0.5054], [1.4886, -0.4109, 1.0132], [0.6600, -0.4514, -1.4689], [-1.4833, -0.6593, -0.2484], [-1.0492, 1.3681, -0.4987], [-1.6270, 1.1236, -0.1456], [1.3891, 0.8956, -0.0422], [-0.0439, -0.0386, -0.0735], [0.1641, 0.2079, -0.1660], [-0.0779, 0.0377, 0.1506], [0.0884, -0.1016, 0.0204], [-0.0143, -0.1618, -0.0757], [0.0642, -0.1131, 0.0332], [0.0333, -0.1796, 0.1855], [0.0832, 0.0006, 0.1525], [-0.0141, -0.0326, 0.0056], [0.1331, 0.2782, 0.1460], [0.0949, -0.2104, 0.2950], [-0.0384, 0.0708, -0.1074], [-0.1865, -0.0375, -0.0878], [-0.1376, 0.1272, -0.2591], [0.0430, -0.0799, -0.0729], [0.0999, 0.0397, -0.1045], [0.0743, 0.0047, -0.0069], [-0.2958, -0.0045, 0.1606], [-0.0172, -0.0294, -0.0246], [0.0032, -0.1433, -0.0993], [0.0533, 0.1458, -0.1043], [0.0466, 0.1447, 0.0143], [0.5258, 0.0418, -0.0948], [0.0792, -0.0651, 0.1017], [0.1400, -0.1122, 0.0644], [-0.0798, 0.0803, 0.2402], [-0.1130, 0.1192, -0.0077], [-0.0179, 0.0381, -0.0093], [0.1698, 0.0656, -0.0063], [0.1351, -0.0465, 0.0641], [-0.0057, -0.0616, -0.1139], [-0.0419, -0.1586, -0.0611], [-0.2849, 0.3414, -0.4087], [0.0738, 0.2742, -0.1044], [-0.1162, 0.1183, -0.0957], [-0.0521, -0.0527, 0.0346], [-0.0068, -0.1458, -0.0933], [0.0714, -0.0903, -0.0244], [-0.0577, -0.0367, 0.1147], [0.0333, -0.0087, 0.1729], [-0.0092, -0.0526, 0.2828], [-0.1973, -0.3316, 0.0273], [0.1333, -0.1514, -0.0503], [0.1564, 0.1283, -0.0313], [0.0129, 0.0987, -0.1667], [-0.0546, 0.0855, -0.0888], [0.0450, 0.0876, 0.0762], [-0.0097, 0.1133, 0.1360], [0.1951, 0.3440, -0.2147], [-0.0899, 0.0586, -0.2277], [0.1655, 0.0765, -0.1409], [-0.0091, 0.0538, 0.0109], [-0.0285, 0.1139, 0.1387], [-0.0896, 0.0384, 0.0842], [0.0586, -0.0845, 0.0676], [-0.0213, -0.1688, 0.0368], [-0.1153, 0.0211, 0.0352], [-0.1534, -0.2638, 0.0135], [0.0859, -0.1231, 0.0179], [0.1387, 0.0696, 0.0936], [0.0537, 0.1066, -0.1422], [-0.0503, 0.0926, -0.0691], [0.0770, 0.0600, 0.0543], [-0.0249, 0.0563, 0.1476], [0.0445, -0.0329, -0.0367], [-0.1283, 0.0529, 0.2228], [-0.0714, 0.1111, 0.0388], [0.0353, -0.1014, -0.0666], [0.1601, 0.0802, -0.0149], [0.1234, -0.0266, 0.0299], [0.3189, -0.2003, -0.2613], [-0.0225, -0.1550, -0.0461], [-0.0034, 0.0438, 0.0143], [-0.1064, -0.2360, 0.0239], [0.0981, -0.2228, 0.0057], [0.0097, 0.0436, -0.0100], [0.0033, 0.0771, -0.1673], [-0.0865, 0.0569, -0.0893], [0.0743, 0.0870, 0.0886], [-0.0223, 0.1032, 0.1521], [-0.3571, 0.1921, 0.1642], [-0.2665, 0.0102, 0.1510], [-0.1881, -0.1087, -0.0695], [-0.1551, 0.1047, -0.1960], [0.0716, 0.1333, -0.1271], [0.0453, 0.1236, -0.0018], [0.1057, -0.0772, -0.0299], [0.1351, -0.0655, 0.1027], [0.0114, -0.0007, -0.0140], [-0.2021, -0.0084, 0.1466], [-0.2298, -0.1292, -0.0525], [-0.4259, -0.1632, -0.1138], [0.0266, 0.1377, -0.1119], [0.0454, 0.1243, 0.0034], [0.1052, -0.0715, -0.0280], [0.1473, -0.0659, 0.0974]]}